(1)
{"formula": "C22H17IrN5O8", "method": "ωB97M-V with the def2-TZVPD basis set", "e_homo_ha": [-0.5721, -0.5717], "orbital_gap_ha": [0.3254, 0.2287], "de_lowest_kj_mol": 33.5, "s2": 0.75, "molar_mass_da": 671.62, "e_lumo_ev": [-6.714, -9.334], "energy_ev": -49748.1708, "spin_multiplicity": 2, "total_charge": 2, "species": ["Ir", "O", "C", "O", "C", "C", "C", "C", "C", "N", "C", "O", "O", "H", "H", "H", "H", "N", "C", "C", "C", "C", "C", "C", "C", "C", "N", "C", "H", "H", "H", "H", "H", "H", "H", "H", "C", "C", "N", "C", "C", "N", "C", "O", "O", "C", "O", "O", "H", "H", "H", "H", "H"], "positions_angstrom": [[0.142, 0.176, -0.256], [-4.547, 1.342, 0.574], [-3.323, 0.845, 0.481], [-3.019, -0.152, -0.117], [-2.327, 1.674, 1.248], [-2.780, 2.693, 2.071], [-1.883, 3.430, 2.825], [-0.540, 3.123, 2.724], [-0.154, 2.112, 1.866], [-1.016, 1.375, 1.136], [1.312, 1.832, 1.712], [2.153, 2.352, 2.369], [1.597, 0.948, 0.733], [-5.165, 0.774, 0.086], [-3.840, 2.891, 2.112], [-2.229, 4.225, 3.471], [0.230, 3.649, 3.270], [0.064, -1.471, 1.063], [-0.667, -2.602, 0.475], [-0.845, -3.795, 1.109], [-1.571, -4.820, 0.461], [-2.096, -4.623, -0.786], [-1.926, -3.386, -1.453], [-2.442, -3.096, -2.738], [-2.223, -1.866, -3.292], [-1.491, -0.906, -2.576], [-0.998, -1.155, -1.380], [-1.203, -2.374, -0.804], [-0.403, -1.190, 1.925], [1.011, -1.747, 1.327], [-0.439, -3.966, 2.099], [-1.708, -5.765, 0.967], [-2.652, -5.412, -1.276], [-3.007, -3.850, -3.271], [-2.606, -1.608, -4.269], [-1.323, 0.083, -2.981], [2.779, -2.555, -0.912], [2.590, -1.300, -1.680], [1.626, -0.402, -1.545], [1.857, 0.612, -2.449], [2.976, 0.318, -3.162], [3.408, -0.878, -2.662], [3.761, 0.948, -4.275], [3.336, 2.100, -4.747], [4.722, 0.354, -4.674], [0.954, 1.763, -2.430], [1.014, 2.693, -3.181], [0.018, 1.675, -1.448], [1.828, -2.911, -0.520], [3.484, -2.402, -0.092], [3.184, -3.335, -1.554], [4.236, -1.338, -3.028], [2.533, 2.435, -4.299]], "forces_ev_per_a": [[0.7, -0.1, -0.1], [0.1, -0.1, -0.1], [0.1, 0.1, 0.1], [-0.2, -0.1, 0.1], [-0.1, -0.1, -0.1], [0.0, -0.1, 0.0], [0.0, 0.0, 0.0], [0.0, 0.0, 0.0], [-0.1, -0.1, 0.0], [0.1, 0.0, -0.2], [0.1, -0.2, -0.1], [0.0, 0.0, 0.0], [-0.2, 0.1, 0.4], [0.0, 0.0, 0.0], [0.0, 0.0, 0.0], [0.0, 0.0, 0.0], [0.0, 0.0, 0.0], [0.0, -0.1, 0.1], [0.0, 0.1, -0.1], [0.0, 0.0, 0.0], [0.0, 0.0, 0.0], [0.0, 0.0, 0.0], [0.0, 0.0, 0.0], [0.0, 0.0, 0.0], [0.0, 0.0, 0.0], [0.0, -0.1, 0.0], [-0.3, 0.2, 0.1], [0.1, 0.0, 0.1], [0.0, 0.0, 0.0], [0.0, 0.0, 0.0], [0.0, 0.0, 0.0], [0.0, 0.0, 0.0], [0.0, 0.0, 0.0], [0.0, 0.0, 0.0], [0.0, 0.0, 0.0], [0.0, 0.0, 0.0], [0.0, 0.0, 0.0], [0.0, -0.1, -0.1], [-0.1, 0.1, 0.2], [0.0, 0.0, 0.0], [0.0, 0.0, 0.0], [-0.1, -0.1, 0.0], [0.0, 0.0, 0.0], [0.0, 0.0, 0.0], [0.0, 0.0, 0.0], [-0.2, 0.1, 0.0], [0.0, 0.0, 0.0], [0.1, 0.1, -0.5], [0.0, 0.0, 0.0], [0.0, 0.0, 0.0], [0.0, 0.0, 0.0], [0.0, 0.0, 0.0], [0.0, 0.0, 0.0]], "mulliken_charge": [2.3737, -0.4485, 0.0320, -0.3680, 0.6457, -0.6809, -0.5442, -0.8293, 0.6347, -0.1838, 0.2906, -0.5124, -0.8515, 0.3916, 0.5628, 0.4933, 0.5836, -0.4942, 0.4429, -0.6020, -0.7946, -0.9029, 0.1978, -0.6021, -1.0536, -0.0397, 0.2136, 0.3577, 0.4578, 0.4502, 0.5564, 0.4389, 0.4830, 0.4925, 0.4720, 0.5980, -1.3178, 0.1532, 0.0590, -0.1616, 0.3410, -0.0678, 0.5387, -0.4874, -0.5284, 0.9256, -0.6894, -0.7022, 0.2363, 0.2935, 0.4551, 0.2966, 0.3945]}


(2)
{"formula": "C6H8BNO3", "method": "ωB97M-V with the def2-TZVPD basis set", "e_homo_ha": -0.2524, "orbital_gap_ha": 0.2637, "de_lowest_kj_mol": 486.2, "molar_mass_da": 152.95, "e_lumo_ev": 0.307, "energy_ev": -14657.0642, "species": ["B", "C", "C", "C", "C", "C", "C", "N", "O", "O", "O", "H", "H", "H", "H", "H", "H", "H", "H"], "positions_angstrom": [[0.363, -2.013, -0.655], [1.575, -0.236, 1.252], [1.901, 0.105, -0.222], [0.522, 0.492, 1.891], [1.112, -0.906, 0.053], [-1.572, 0.586, 0.582], [-1.408, 2.383, -0.865], [-0.629, 0.785, 1.411], [-0.397, -1.664, -1.743], [0.243, -3.249, 0.034], [-1.969, 1.140, -0.461], [2.220, -0.594, 2.058], [2.593, 0.706, -0.811], [0.583, 0.590, 2.929], [-0.646, 2.670, -0.064], [-2.206, 3.095, -0.843], [-1.070, 2.320, -1.963], [-0.748, -2.493, -2.164], [-0.468, -3.717, -0.420]], "forces_ev_per_a": [[-1.4, -1.0, 1.7], [0.4, 0.7, -0.1], [0.2, -0.8, 1.7], [-2.1, 1.0, 0.5], [1.6, 0.0, -2.6], [1.2, -4.0, 3.0], [1.6, 0.8, -0.5], [-0.2, 1.0, -1.2], [0.2, -1.9, -0.7], [0.0, 1.3, -1.6], [-1.1, 1.7, -2.1], [0.6, -0.5, -0.9], [-0.6, -0.3, 0.1], [0.4, 0.7, 1.7], [-0.6, -0.2, -1.6], [-0.5, 0.6, 0.1], [0.0, -0.1, 1.9], [0.2, 1.4, 0.3], [0.1, -0.5, 0.4]], "mulliken_charge": [0.5507, -0.2575, -0.5060, -0.3895, 0.1442, -0.0543, -0.5789, -0.1565, -0.4666, -0.5323, -0.2121, 0.3363, 0.4059, 0.4409, 0.3000, 0.2697, 0.1826, 0.2667, 0.2566]}


(3)
{"formula": "C24H39Br9O12", "method": "ωB97M-V with the def2-TZVPD basis set", "e_homo_ha": [-0.0656, -0.2296], "orbital_gap_ha": [0.1281, 0.2921], "s2": 0.75, "molar_mass_da": 1238.70, "e_lumo_ev": [1.701, 1.701], "energy_ev": -680472.3428, "spin_multiplicity": 2, "total_charge": -1, "species": ["C", "C", "C", "O", "C", "O", "O", "H", "H", "H", "H", "H", "H", "C", "C", "C", "O", "C", "O", "O", "H", "H", "H", "H", "H", "H", "C", "C", "C", "O", "C", "O", "O", "H", "H", "H", "H", "H", "H", "C", "C", "O", "C", "H", "H", "H", "H", "H", "H", "C", "C", "O", "C", "H", "H", "H", "H", "H", "H", "C", "C", "O", "C", "H", "H", "H", "H", "H", "H", "C", "Br", "Br", "Br", "H", "C", "Br", "Br", "Br", "H", "C", "Br", "Br", "Br", "H"], "positions_angstrom": [[-17.635, 10.796, -9.323], [-16.774, 10.395, -8.166], [-17.126, 9.035, -7.537], [-15.780, 8.414, -7.545], [-14.841, 9.241, -8.111], [-13.624, 9.042, -8.278], [-15.427, 10.352, -8.577], [-17.493, 10.143, -10.184], [-17.649, 11.865, -9.537], [-18.710, 10.678, -9.188], [-16.948, 11.107, -7.359], [-17.892, 8.536, -8.130], [-17.411, 9.116, -6.488], [-20.604, 7.262, -14.151], [-19.811, 8.050, -13.119], [-20.468, 9.361, -12.538], [-20.098, 9.218, -11.195], [-19.689, 7.975, -10.872], [-19.493, 7.582, -9.721], [-19.708, 7.242, -11.950], [-20.820, 7.985, -14.938], [-21.514, 6.818, -13.750], [-20.015, 6.445, -14.568], [-18.841, 8.243, -13.578], [-21.554, 9.389, -12.630], [-19.985, 10.253, -12.937], [-15.086, 4.628, -7.561], [-14.190, 4.646, -8.827], [-13.064, 5.652, -8.784], [-12.023, 4.953, -9.429], [-12.248, 3.635, -9.418], [-11.462, 2.808, -9.820], [-13.519, 3.414, -8.905], [-15.611, 5.583, -7.565], [-14.408, 4.527, -6.713], [-15.796, 3.804, -7.478], [-14.729, 4.685, -9.773], [-12.882, 6.039, -7.782], [-13.413, 6.495, -9.381], [-20.685, 0.928, -7.892], [-21.022, 0.733, -6.446], [-20.683, 1.508, -5.571], [-21.885, -0.435, -5.958], [-20.071, 1.825, -7.964], [-21.567, 1.079, -8.514], [-20.194, 0.069, -8.351], [-21.511, -1.350, -6.418], [-22.945, -0.223, -6.098], [-21.696, -0.548, -4.891], [-20.116, 4.185, -10.071], [-20.853, 4.287, -11.417], [-22.065, 4.406, -11.447], [-20.019, 3.991, -12.620], [-19.540, 3.260, -10.108], [-20.817, 4.144, -9.237], [-19.406, 5.002, -9.946], [-18.994, 4.336, -12.485], [-20.391, 4.405, -13.557], [-19.948, 2.927, -12.849], [-24.490, 5.237, -4.549], [-24.871, 4.728, -3.164], [-26.025, 4.759, -2.751], [-23.727, 4.151, -2.372], [-23.725, 6.011, -4.495], [-25.381, 5.646, -5.026], [-24.147, 4.404, -5.162], [-22.775, 4.622, -2.618], [-23.787, 3.100, -2.653], [-23.906, 4.256, -1.302], [-19.627, 5.496, -6.832], [-18.446, 6.638, -5.720], [-21.345, 5.118, -5.881], [-18.618, 3.821, -7.252], [-19.743, 6.095, -7.735], [-18.156, 2.885, -3.903], [-18.001, 0.959, -3.480], [-16.448, 3.749, -4.350], [-18.947, 3.990, -2.443], [-18.880, 3.028, -4.705], [-17.023, 0.385, -6.806], [-17.365, -1.494, -6.079], [-17.285, 0.400, -8.756], [-15.194, 0.888, -6.308], [-17.726, 1.113, -6.401]], "forces_ev_per_a": [[-1.4, 0.1, -0.6], [-1.9, 0.5, 0.7], [1.8, 0.6, -0.4], [0.6, 0.1, -0.5], [2.1, -0.9, -0.6], [-3.9, 0.0, 0.9], [0.3, 0.1, 0.4], [0.6, 0.3, -0.3], [0.9, 0.0, -0.4], [-0.1, -0.5, 0.9], [0.7, 0.5, -0.1], [0.5, -0.7, 0.1], [-0.1, -0.1, -0.3], [0.1, 0.5, 0.0], [-1.4, -0.1, -0.7], [1.1, -1.4, -0.9], [0.2, 1.1, 1.8], [-0.8, -0.3, 3.5], [-0.1, 1.2, -3.1], [1.1, -1.3, -0.9], [-0.3, -0.2, -0.3], [-0.1, 0.3, 0.1], [0.1, 0.2, 0.0], [0.3, 0.1, 0.6], [0.0, 0.0, -0.1], [-0.3, 0.0, 0.0], [0.7, 0.4, -1.1], [-1.4, -0.7, 1.3], [-1.8, 0.7, -0.5], [1.1, 0.5, 0.0], [-0.4, -1.2, 0.0], [-1.4, 1.0, 0.7], [2.5, -1.5, -0.6], [-0.2, 0.0, 0.5], [0.0, 0.3, 0.2], [0.0, 0.1, -0.5], [-0.5, 0.5, 0.1], [0.7, -0.4, 0.0], [0.7, 0.2, -0.1], [0.0, 0.2, -0.2], [-0.8, 0.0, 1.5], [0.5, 0.1, -0.8], [1.0, 0.0, -0.1], [0.1, -0.2, -0.1], [-0.4, 0.1, 0.2], [0.2, -0.1, 0.3], [-0.6, -0.2, -0.3], [0.0, -0.3, -0.4], [-0.1, 0.2, 0.0], [-0.5, 0.1, -1.1], [-0.7, -0.8, 1.6], [0.6, 0.3, -0.6], [0.6, 0.3, -1.1], [0.1, 0.0, 0.1], [0.0, 0.1, -0.2], [0.0, 0.0, 0.0], [0.0, 0.0, 0.1], [-0.3, 0.3, 0.2], [-0.1, -0.2, 0.5], [-1.0, 0.0, 0.3], [-0.7, 0.7, -0.1], [1.2, -0.1, -0.3], [-0.6, 0.3, 0.3], [0.1, -0.2, 0.0], [0.0, 0.0, 0.0], [0.3, 0.1, 0.1], [0.0, -0.4, -0.2], [0.6, -0.2, 0.2], [-0.1, -0.2, 0.0], [0.1, 0.9, 0.5], [0.4, 0.7, 0.7], [-0.9, 0.1, 0.0], [1.1, -1.6, -0.7], [-0.5, -0.2, -0.2], [0.1, 0.7, 0.8], [0.0, 1.3, -0.1], [-0.7, -0.7, 0.2], [0.2, -0.8, -0.4], [0.3, -0.3, -0.2], [0.7, -1.0, -0.3], [0.0, 1.4, -0.6], [0.3, -0.1, 0.8], [-0.9, -0.2, -0.4], [0.0, -0.3, 0.2]], "mulliken_charge": [-1.5418, 0.6843, -0.1462, -0.1255, 0.5704, -0.6280, -0.3628, 0.2917, 0.4122, 0.4231, 0.1373, 0.0060, 0.2554, -1.4888, 0.3911, -0.3870, -0.3802, 0.4400, -0.4861, -0.1360, 0.4490, 0.3548, 0.3029, 0.2382, 0.2840, 0.3059, -0.7512, 0.3691, -0.1959, -0.3469, 0.5561, -0.5917, -0.2720, 0.2737, 0.3877, -0.1794, 0.3039, 0.2626, 0.1730, -0.3528, 0.6582, -0.3668, -1.3508, -0.3973, 0.4349, 0.3418, 0.3772, 0.3023, 0.3366, -0.5233, 0.6465, -0.6501, -1.2716, 0.3120, 0.2976, 0.0579, 0.2871, 0.2824, 0.4321, -0.7712, 0.6998, -0.6110, -0.8922, 0.2455, 0.3035, 0.1861, 0.2647, 0.2153, 0.3494, -0.0089, -0.2343, -0.2202, 0.0446, -0.0467, 0.5072, -0.0684, 0.0213, -0.1193, -0.4140, 0.6521, -0.1299, -0.0839, -0.0200, -0.5762]}


(4)
{"formula": "C2HNO6S4", "method": "ωB97M-V with the def2-TZVPD basis set", "e_homo_ha": -0.0417, "orbital_gap_ha": 0.2357, "de_lowest_kj_mol": 231.8, "molar_mass_da": 263.30, "e_lumo_ev": 5.278, "energy_ev": -59203.8126, "smiles": "O=S(=O)([O-])C1=NSSC=[S@](=O)([O-])O1", "total_charge": -2, "species": ["C", "C", "N", "O", "O", "O", "O", "O", "O", "S", "S", "S", "S", "H"], "positions_angstrom": [[0.857, 0.230, -0.059], [-2.524, -0.537, 0.301], [0.190, -0.838, 0.147], [3.240, 0.951, 0.292], [-1.597, 1.607, 1.605], [2.522, 0.631, -1.994], [2.985, -1.324, -0.489], [0.307, 1.309, -0.304], [-2.291, 1.931, -0.634], [-2.150, -1.791, 1.329], [0.070, -2.272, 0.786], [2.549, 0.069, -0.650], [-1.599, 1.014, 0.304], [-2.559, -0.980, -0.635]], "forces_ev_per_a": [[1.0, -3.6, -1.3], [0.8, 0.7, 1.0], [0.1, 0.5, 0.6], [0.2, 0.0, 0.1], [1.2, -0.4, 1.4], [-0.2, -0.8, -0.1], [-0.8, 0.6, -0.6], [-2.3, 2.9, 0.3], [1.4, -1.6, -0.1], [0.0, -0.3, 1.7], [-0.3, -0.4, -0.1], [2.2, 0.8, 1.1], [-3.2, 1.3, -1.4], [-0.1, 0.2, -2.5]], "mulliken_charge": [0.5809, -0.5324, -0.2922, -0.7308, -0.6357, -0.6835, -0.7019, -0.5065, -0.6827, -0.2890, -0.1728, 1.2090, 1.1188, 0.3189]}


(5)
{"formula": "C8H10ClNO3", "method": "ωB97M-V with the def2-TZVPD basis set", "e_homo_ha": -0.3828, "orbital_gap_ha": 0.3185, "de_lowest_kj_mol": 298.2, "molar_mass_da": 203.63, "e_lumo_ev": -1.750, "energy_ev": -28603.9233, "species": ["C", "C", "C", "C", "C", "C", "C", "C", "N", "O", "O", "O", "Cl", "H", "H", "H", "H", "H", "H", "H", "H", "H", "H"], "positions_angstrom": [[-1.562, -2.460, -0.555], [-0.969, -1.555, -1.120], [-2.109, -3.484, 0.334], [0.288, 2.034, 2.677], [1.192, 1.397, 1.625], [0.254, 1.118, 0.396], [0.912, 0.708, -0.964], [-0.041, 0.087, -2.004], [0.510, -0.821, -2.983], [1.566, -1.394, -2.660], [-3.081, -3.428, 1.040], [-0.149, -1.077, -4.004], [-1.309, 0.991, -2.634], [-1.567, -4.450, 0.358], [-0.041, 2.901, 2.221], [0.890, 2.123, 3.516], [-0.499, 1.192, 2.727], [1.988, 2.089, 1.176], [1.743, 0.545, 2.070], [-0.398, 0.148, 0.670], [-0.543, 1.907, 0.130], [1.308, 1.633, -1.237], [1.617, -0.205, -0.779]], "forces_ev_per_a": [[0.4, 1.2, 0.0], [0.9, 1.9, -0.3], [0.1, -1.2, 0.0], [-0.1, -3.9, -1.8], [0.7, 1.2, -2.5], [-2.5, -3.4, -0.2], [-0.4, -3.6, 1.8], [-2.0, -1.7, 3.5], [1.7, -3.1, -2.5], [-1.6, 1.2, -0.8], [-0.1, 0.9, -0.2], [1.4, 0.8, 1.9], [-0.4, 0.9, -0.1], [0.4, 0.3, -0.4], [-1.2, 1.9, -0.1], [0.4, 0.6, 2.1], [0.7, 1.9, 0.7], [-0.8, -0.5, 1.1], [-0.6, 0.0, -0.8], [1.1, 2.1, -0.3], [1.4, -0.7, 1.0], [1.3, 1.0, -1.6], [-0.6, 2.3, -0.3]], "mulliken_charge": [0.0707, 0.0123, -0.3798, -1.1275, -0.3490, -0.5001, -0.6303, 0.3975, 0.9253, -0.5274, -0.4163, -0.5189, -0.0882, 0.2850, 0.3309, 0.4001, 0.2427, 0.3014, 0.3360, 0.1335, 0.3087, 0.4673, 0.3260]}